Arrangement a

Below is an isolated ion of composition CH5N2 and charge +1, with properties calculated with the ωB97M-V functional and the def2-TZVPD basis.

Output
Structure (SMILES): NC=[NH2+]
Charge: +1
Kohn-Sham gap, Ha: 0.46507
2S+1: 1
LUMO level, eV: -3.95

Bonds (Å) are listed after each position.
CARTESIAN COORDINATES (ANGSTROEM)
1 C 0.46030 0.00787 0.03714  N2 1.304, N3 1.300, H4 1.088
2 N -0.25379 0.09424 1.12424  C1 1.304, H5 1.010, H6 1.015
3 N -0.03772 -0.13706 -1.15447  C1 1.300, H7 1.010, H8 1.115
4 H 1.54299 0.05188 0.13777  C1 1.088
5 H 0.17208 0.20517 2.03333  N2 1.010
6 H -1.26616 0.03291 1.09620  N2 1.015
7 H 0.52592 -0.18148 -1.99134  N3 1.010
8 H -1.14362 -0.07354 -1.28286  N3 1.115

---

Arrangement b

Below is an isolated ion of composition CH5N2 and charge +1, with properties calculated with the ωB97M-V functional and the def2-TZVPD basis.

Output
Structure (SMILES): NC=[NH2+]
Charge: +1
Kohn-Sham gap, Ha: 0.45725
2S+1: 1
LUMO level, eV: -4.23

Bonds (Å) are listed after each position.
CARTESIAN COORDINATES (ANGSTROEM)
1 N -0.13635 -1.10011 0.38792  C2 1.306, H4 1.016, H5 1.014
2 C 0.37805 -0.05099 -0.19602  N1 1.306, N3 1.309, H6 1.126
3 N -0.16251 1.13895 -0.27254  C2 1.309, H7 1.006, H8 1.014
4 H -1.11448 -1.26535 0.60813  N1 1.016
5 H 0.51685 -1.86561 0.51033  N1 1.014
6 H 1.46755 -0.11801 -0.47185  C2 1.126
7 H 0.07246 1.95827 -0.80597  N3 1.006
8 H -1.02157 1.30285 0.24000  N3 1.014

---

arrangement a takes first place; second place is 0.0034 hartree up.